# 1
ORCA calculation (ωB97M-V/def2-TZVPD) on a molecular structure, C61H57CaN3O8PS4.

Properties
Charge: -1
Energy, eV: -156111.1141

Atoms and positions in Å:
Ca (-0.1979, 0.2066, -0.9161)
O (-4.2707, -0.0448, 2.5034)
C (-4.4103, -1.1880, 1.8245)
C (-5.6709, -1.7966, 1.8340)
C (-5.8808, -2.9924, 1.1786)
C (-4.8419, -3.6172, 0.4849)
C (-3.6029, -3.0068, 0.4588)
C (-3.3585, -1.8016, 1.1185)
C (-2.0098, -1.1947, 0.9757)
O (-1.1569, -1.6943, 0.1925)
N (-1.7902, -0.1188, 1.7718)
N (-0.6264, 0.5005, 1.4206)
C (-0.1204, 1.4272, 2.1184)
C (1.1705, 1.9908, 1.6126)
C (1.9276, 2.8626, 2.3719)
C (3.1497, 3.2913, 1.8736)
C (3.5605, 2.8582, 0.6273)
C (2.7273, 2.0026, -0.0817)
N (1.5700, 1.5649, 0.4016)
H (-3.3198, 0.2432, 2.3806)
H (-6.4687, -1.2967, 2.3683)
H (-6.8677, -3.4401, 1.1942)
H (-5.0050, -4.5544, -0.0313)
H (-2.7818, -3.4473, -0.0932)
H (-0.5641, 1.7862, 3.0463)
H (1.5654, 3.1953, 3.3363)
H (3.7727, 3.9577, 2.4576)
H (4.4993, 3.1820, 0.1994)
H (2.9746, 1.6559, -1.0782)
C (-1.8881, -1.3596, -4.7584)
C (-0.9532, -0.5630, -3.8854)
O (-1.0224, -0.7960, -2.6695)
C (-0.0140, 0.3749, -4.4854)
C (0.1226, 0.3864, -5.8895)
C (1.0220, 1.1959, -6.5323)
C (1.8132, 2.0657, -5.7540)
C (1.6940, 2.1050, -4.3930)
C (0.7907, 1.2593, -3.6933)
O (0.7309, 1.3181, -2.4142)
H (-2.6295, -1.8291, -4.1153)
H (-1.3264, -2.1446, -5.2768)
H (-2.3816, -0.7352, -5.5024)
H (-0.4878, -0.2850, -6.4807)
H (1.1171, 1.1763, -7.6094)
H (2.5225, 2.7228, -6.2461)
H (2.2777, 2.7940, -3.7948)
C (3.7123, -3.7971, 7.0326)
C (3.1896, -3.3139, 5.7038)
C (3.9198, -3.5165, 4.5325)
C (3.4459, -3.0752, 3.3082)
C (2.2219, -2.4271, 3.2561)
C (1.4894, -2.1836, 4.4059)
C (1.9771, -2.6347, 5.6256)
S (1.5770, -1.9226, 1.6697)
O (2.7696, -1.6000, 0.8249)
C (0.9375, -3.5667, 1.2398)
C (-0.2450, -3.9112, 1.9572)
C (-0.8946, -5.0653, 1.6977)
C (-0.4324, -5.9361, 0.6689)
C (-1.1675, -7.0890, 0.2974)
C (-0.7360, -7.8935, -0.7181)
C (0.4610, -7.5824, -1.4019)
C (1.1854, -6.4768, -1.0605)
C (0.7522, -5.6179, -0.0177)
C (1.4603, -4.4000, 0.2954)
C (2.7623, -4.1667, -0.4132)
C (3.8810, -4.9652, -0.0280)
C (3.8083, -5.8865, 1.0579)
C (4.8842, -6.6451, 1.4048)
C (6.1053, -6.5328, 0.6896)
C (6.2092, -5.6472, -0.3383)
C (5.1048, -4.8357, -0.7192)
C (5.2056, -3.8955, -1.7713)
C (4.1399, -3.1185, -2.1125)
C (2.9122, -3.2752, -1.4377)
S (1.6129, -2.1305, -2.0265)
O (2.2882, -1.3548, -3.1161)
C (0.6011, -3.3601, -2.8518)
C (1.0313, -3.8552, -4.0700)
C (0.2065, -4.7249, -4.7716)
C (-1.0437, -5.0856, -4.2721)
C (-1.9748, -5.9593, -5.0710)
C (-1.4473, -4.5717, -3.0409)
C (-0.6383, -3.7012, -2.3303)
H (4.5090, -4.5284, 6.8993)
H (2.9188, -4.2577, 7.6222)
H (4.1157, -2.9681, 7.6184)
H (4.8718, -4.0339, 4.5798)
H (4.0128, -3.2230, 2.3961)
H (0.5496, -1.6443, 4.3501)
H (1.4066, -2.4542, 6.5299)
H (-0.6268, -3.2280, 2.7089)
H (-1.7958, -5.3219, 2.2425)
H (-2.0900, -7.3065, 0.8236)
H (-1.3115, -8.7645, -1.0056)
H (0.7972, -8.2147, -2.2142)
H (2.0831, -6.2284, -1.6124)
H (2.8830, -5.9753, 1.6134)
H (4.8082, -7.3397, 2.2319)
H (6.9513, -7.1486, 0.9677)
H (7.1397, -5.5416, -0.8842)
H (6.1501, -3.7910, -2.2934)
H (4.1969, -2.3736, -2.8957)
H (1.9881, -3.5414, -4.4709)
H (0.5298, -5.1093, -5.7328)
H (-1.4722, -6.3873, -5.9383)
H (-2.8293, -5.3811, -5.4286)
H (-2.3681, -6.7760, -4.4617)
H (-2.4199, -4.8397, -2.6412)
H (-0.9759, -3.2490, -1.4013)
C (-6.1319, 4.6511, -0.9249)
C (-4.8308, 4.0315, -0.4595)
C (-4.2782, 4.6607, 0.8001)
O (-3.8566, 4.2219, -1.5029)
P (-3.2172, 2.9548, -2.2738)
S (-1.9219, 3.5842, -3.5557)
S (-2.7394, 1.5734, -0.9184)
O (-4.5818, 2.4033, -2.9587)
C (-4.5346, 1.1668, -3.6927)
C (-4.4554, 1.4636, -5.1776)
C (-5.7671, 0.3784, -3.3110)
H (-6.9113, 4.5109, -0.1712)
H (-6.4519, 4.1867, -1.8575)
H (-5.9997, 5.7221, -1.0981)
H (-4.9689, 2.9622, -0.2883)
H (-4.1047, 5.7283, 0.6414)
H (-3.3294, 4.1890, 1.0577)
H (-4.9748, 4.5317, 1.6323)
H (-3.6519, 0.6025, -3.3747)
H (-5.3150, 2.0678, -5.4803)
H (-4.4657, 0.5323, -5.7514)
H (-3.5454, 2.0187, -5.4041)
H (-6.6682, 0.9096, -3.6305)
H (-5.8032, 0.2436, -2.2290)
H (-5.7529, -0.6063, -3.7861)

# 2
ORCA calculation (ωB97M-V/def2-TZVPD) on a molecular structure, C4H3CoO2.

Properties
Energy relative to the best compared isomer or geometry (same formula, charge and spin), kcal per mole: 0.0
2S+1: 5
Charge: +2
Energy, eV: -45892.9727
<S²>: 6.027

Atoms and positions in Å:
C (-2.1098, -0.2568, -0.0814)
C (-0.8840, -0.3333, -0.0917)
C (0.4826, -0.3991, -0.2049)
C (1.3016, 0.7229, 0.0326)
H (1.0971, -1.3162, 0.0821)
H (0.9375, 1.7267, -0.2284)
O (-3.3733, -0.1877, -0.1826)
H (-3.8264, -0.0427, 0.6654)
O (2.5117, 0.4688, 0.3298)
Co (3.8630, -0.3827, -0.3209)

# 3
ORCA calculation (ωB97M-V/def2-TZVPD) on C5H8N2 in the gas phase.

Properties
Energy relative to the best compared isomer or geometry (same formula, charge and spin), kcal per mole: 30.6
Charge: 0
Energy, eV: -8293.6694

Atoms and positions in Å:
N (-0.9868, 0.3295, 1.8166)
C (-0.0209, -0.2191, 0.8796)
C (0.1309, -1.6900, 1.0134)
N (0.2530, -2.8187, 1.2365)
C (-0.3529, 0.2188, -0.5353)
C (0.5447, -0.1445, -1.6791)
C (0.5282, 1.2647, -1.1587)
H (-0.6922, 0.1767, 2.7763)
H (-1.8781, -0.1416, 1.6964)
H (0.9589, 0.1850, 1.1537)
H (-1.4209, 0.2875, -0.7411)
H (1.4234, -0.7568, -1.4933)
H (0.0619, -0.3468, -2.6309)
H (0.0796, 2.0393, -1.7692)
H (1.3711, 1.6160, -0.5649)

# 4
ORCA calculation (ωB97M-V/def2-TZVPD) on 9 unconnected molecules or ions with the total composition C26H56F6NO18S6.

Properties
Charge: -1
Energy, eV: -147533.9004

Atoms and positions in Å:
N (-0.5923, 0.2386, -0.3188)
H (-0.3248, -0.5596, 0.2731)
H (-1.4864, 0.7035, -0.0933)
H (-0.5428, -0.1148, -1.2708)
H (0.1792, 0.9545, -0.3651)
C (3.9638, 2.7399, 0.4874)
F (4.7733, 3.7411, 0.1593)
F (4.3022, 1.6837, -0.2950)
F (4.1914, 2.3647, 1.7457)
S (2.1574, 3.1338, 0.1511)
O (1.4967, 1.8472, -0.0335)
O (1.6982, 3.8699, 1.3013)
O (2.1425, 3.8663, -1.1037)
C (-5.4978, 1.7163, 1.2788)
F (-5.0873, 1.8749, 2.5278)
F (-5.8568, 0.4266, 1.1405)
F (-6.5541, 2.4765, 1.0001)
S (-4.1271, 2.1756, 0.0573)
O (-4.6329, 2.0991, -1.3170)
O (-3.7525, 3.5173, 0.4940)
O (-3.0779, 1.1741, 0.2685)
O (-3.8232, 0.2888, -4.3833)
S (-2.7889, -0.5417, -3.8402)
O (-2.3410, -0.4103, -2.4761)
O (-3.1661, -2.1208, -4.0897)
C (-2.3522, -3.0378, -3.3604)
C (-2.6627, -4.4587, -3.8344)
C (-1.3622, -0.4891, -4.9729)
H (-2.5711, -2.9552, -2.2996)
H (-1.2707, -2.9324, -3.4743)
H (-2.4356, -4.5277, -4.9006)
H (-3.7010, -4.7629, -3.7006)
H (-2.0529, -5.1985, -3.3165)
H (-0.8011, 0.4338, -4.8287)
H (-1.7774, -0.6203, -5.9672)
H (-0.5971, -1.2213, -4.7231)
O (-0.8647, -2.0556, 1.0093)
S (-2.0502, -2.8986, 1.0390)
O (-2.2153, -4.0406, 0.1710)
O (-2.2984, -3.3799, 2.6010)
C (-1.9608, -2.4095, 3.6106)
C (-0.9678, -3.0609, 4.5660)
C (-3.5286, -1.8532, 0.8850)
H (-2.8988, -2.1229, 4.0871)
H (-1.5046, -1.5002, 3.2193)
H (0.0069, -3.0756, 4.0713)
H (-1.1599, -4.1189, 4.7496)
H (-0.8567, -2.5098, 5.4961)
H (-3.6724, -1.2666, 1.7853)
H (-4.4188, -2.4637, 0.7319)
H (-3.3897, -1.3022, -0.0436)
O (0.7017, -0.8775, -2.5912)
S (1.9098, -1.1338, -3.3035)
O (2.4057, -2.4801, -3.4889)
O (1.7046, -0.4297, -4.7660)
C (2.8134, -0.2959, -5.6566)
C (2.2539, -0.0670, -7.0550)
C (3.2566, -0.1842, -2.5619)
H (3.4354, -1.1928, -5.6962)
H (3.4218, 0.5404, -5.3091)
H (1.7220, 0.8832, -7.1381)
H (1.5706, -0.8653, -7.3368)
H (3.0593, 0.0433, -7.7825)
H (2.8369, 0.6724, -2.0379)
H (4.0276, 0.0444, -3.2933)
H (3.7326, -0.8156, -1.8117)
O (-2.9836, 3.6342, -3.0684)
S (-1.6183, 3.5383, -2.6407)
O (-1.1287, 2.2447, -2.2166)
O (-0.7887, 4.0351, -3.9630)
C (0.6396, 3.7941, -3.9961)
C (1.0024, 3.6439, -5.4503)
C (-1.1901, 4.8153, -1.4175)
H (0.8805, 2.9262, -3.3840)
H (1.1157, 4.6890, -3.5904)
H (0.4158, 2.8219, -5.8605)
H (2.0712, 3.4402, -5.5460)
H (0.8107, 4.5885, -5.9584)
H (-1.1320, 4.2669, -0.4808)
H (-1.9751, 5.5640, -1.4447)
H (-0.2241, 5.2303, -1.6923)
C (-0.4473, 0.1699, 5.3163)
C (0.1903, 0.7095, 4.1967)
C (-0.5856, 1.2912, 3.1897)
C (-1.9732, 1.2844, 3.3415)
C (-2.6158, 0.7053, 4.4227)
C (-1.8118, 0.2581, 5.4790)
H (0.1726, -0.2875, 6.0794)
H (1.2719, 0.6925, 4.2227)
H (-0.0204, 1.7644, 2.3959)
H (-2.6395, 1.5019, 2.5070)
H (-3.6880, 0.8051, 4.5152)
H (-2.2346, -0.0572, 6.4265)
C (3.8451, -1.2383, 7.3325)
C (3.5715, -0.7999, 5.9155)
C (2.8421, -1.7984, 4.9962)
C (3.1492, -1.4322, 3.5375)
C (2.3223, -2.2114, 2.5104)
C (2.6313, -1.9502, 1.0542)
H (4.4036, -2.1809, 7.3728)
H (3.0059, -1.4698, 7.9924)
H (4.4656, -0.4746, 7.8056)
H (2.9209, 0.0833, 5.9376)
H (4.4796, -0.3936, 5.4634)
H (1.7760, -1.6907, 5.2056)
H (3.1806, -2.8177, 5.1895)
H (3.2322, -0.3621, 3.3338)
H (4.1975, -1.7484, 3.4261)
H (2.3121, -3.2792, 2.7455)
H (1.2895, -1.9000, 2.7082)
H (1.8520, -2.3449, 0.4014)
H (2.6702, -0.8700, 0.8803)
H (3.5979, -2.3495, 0.7381)

# 5
ORCA calculation (ωB97M-V/def2-TZVPD) on C5H6O2 in the gas phase.

Properties
Energy relative to the best compared isomer or geometry (same formula, charge and spin), kcal per mole: 36.1
Charge: 0
Energy, eV: -9375.5317

Atoms and positions in Å:
C (-2.0381, -0.6654, -0.0608)
C (1.7135, -0.1296, 0.1510)
C (1.6845, 1.4405, -0.2433)
C (0.4230, -0.7276, 0.3272)
C (-0.6998, -0.0263, 0.0336)
O (2.7889, -0.6749, 0.0697)
O (1.0974, 2.3117, 0.3300)
H (2.5375, 1.6590, -0.9174)
H (0.4112, -1.8049, 0.4494)
H (-0.7404, 1.0515, 0.1043)
H (-2.5584, -0.3156, -0.9531)
H (-2.6465, -0.3678, 0.7960)
H (-1.9727, -1.7507, -0.0867)

# 6
ORCA calculation (ωB97M-V/def2-TZVPD) on a molecular structure, C22H25N5O4S.

Properties
Energy relative to the best compared isomer or geometry (same formula, charge and spin), kcal per mole: 31.9
Charge: 0
Energy, eV: -49694.9309

Atoms and positions in Å:
C (2.9689, 4.5935, -4.5792)
C (2.1284, 3.4285, -4.1375)
C (1.0544, 3.5739, -3.3295)
C (0.3125, 2.4351, -2.9124)
O (-0.8019, 2.6245, -2.0546)
C (-0.6240, 3.5138, -1.1351)
N (-0.4772, 4.2596, -0.2884)
C (0.5996, 1.1677, -3.2837)
C (-0.1864, -0.0212, -2.7653)
C (0.3275, -0.5106, -1.4047)
O (-0.3573, -1.1900, -0.6923)
C (1.6948, -0.0875, -0.9809)
C (1.8482, 0.9590, -0.0890)
C (3.1039, 1.3753, 0.2953)
C (4.2360, 0.7523, -0.2051)
C (4.0816, -0.3054, -1.0836)
C (2.8216, -0.7191, -1.4692)
C (1.6973, 0.9686, -4.1695)
N (2.1354, -0.1697, -4.6663)
S (3.4397, 0.2019, -5.5648)
N (3.4696, 1.7810, -5.3707)
C (2.4627, 2.1186, -4.5781)
H (3.5349, 4.3071, -5.4578)
H (3.6753, 4.8889, -3.8130)
H (2.3326, 5.4338, -4.8333)
H (0.7593, 4.5453, -2.9650)
H (-1.2183, 0.2744, -2.6432)
H (-0.1304, -0.8327, -3.4835)
H (0.9817, 1.4629, 0.3170)
H (3.2206, 2.1949, 0.9862)
H (5.2094, 1.0932, 0.0981)
H (4.9583, -0.7955, -1.4756)
H (2.7496, -1.5431, -2.1644)
C (0.4010, -0.8308, 2.9609)
C (1.2412, -1.6821, 3.8820)
O (2.3763, -1.3711, 4.2105)
N (0.6769, -2.8307, 4.3417)
C (-0.6513, -3.3401, 4.0547)
H (0.9774, 0.0448, 2.6769)
H (0.1392, -1.3851, 2.0584)
H (-0.5127, -0.5096, 3.4630)
H (1.2783, -3.3618, 4.9504)
H (-1.2157, -3.4426, 4.9834)
H (-0.5743, -4.3228, 3.5818)
H (-1.1924, -2.6725, 3.3976)
C (-5.1675, -0.8465, 2.2182)
C (-4.4037, -1.7674, 3.1397)
O (-3.2618, -1.5242, 3.4952)
N (-5.0369, -2.8922, 3.5664)
C (-6.3795, -3.3423, 3.2502)
H (-4.5312, -0.0032, 1.9698)
H (-5.4418, -1.3642, 1.2985)
H (-6.0699, -0.4763, 2.7060)
H (-4.4750, -3.4626, 4.1781)
H (-6.9676, -3.4340, 4.1649)
H (-6.3413, -4.3185, 2.7639)
H (-6.8760, -2.6433, 2.5869)

# 7
ORCA calculation (ωB97M-V/def2-TZVPD) on a molecular structure, C38H51IrN5O2P.

Properties
Energy relative to the best compared isomer or geometry (same formula, charge and spin), kcal per mole: 41.6
2S+1: 2
Charge: +3
Energy, eV: -63881.0749
<S²>: 0.767

Atoms and positions in Å:
Ir (0.5049, 1.1625, -0.1416)
C (-2.4956, -4.5673, -9.5673)
O (-3.0852, -5.2937, -8.4501)
C (-2.5610, -5.2864, -7.2766)
C (-1.3346, -4.6083, -6.9543)
C (-0.8865, -4.6220, -5.6815)
C (-1.6243, -5.3290, -4.6633)
C (-2.8087, -6.0695, -5.0189)
C (-3.2730, -6.0281, -6.2824)
N (-1.2160, -5.4279, -3.4230)
N (-0.3437, -4.8991, -2.7568)
C (0.0732, -3.8402, -2.1795)
C (1.4747, -3.8422, -1.7377)
C (2.0382, -2.7796, -1.1564)
C (1.2503, -1.5859, -0.8959)
O (1.7462, -0.5695, -0.4038)
C (-0.1976, -1.6139, -1.1995)
N (-0.8683, -0.5291, -0.8018)
C (-2.1870, -0.4912, -0.9775)
C (-2.8768, -1.5414, -1.5783)
C (-2.1772, -2.6517, -2.0100)
C (-0.7956, -2.6940, -1.8292)
H (-3.1709, -4.7310, -10.3970)
H (-1.5129, -4.9726, -9.7967)
H (-2.4386, -3.5078, -9.3289)
H (-0.7651, -4.1151, -7.7280)
H (0.0539, -4.1489, -5.4257)
H (-3.3193, -6.6324, -4.2480)
H (-4.1706, -6.5514, -6.5830)
H (2.0510, -4.7395, -1.9267)
H (3.0831, -2.7726, -0.8751)
H (-2.7007, 0.3958, -0.6303)
H (-3.9510, -1.4831, -1.6855)
H (-2.7039, -3.4810, -2.4652)
C (0.0069, -2.6729, 4.0575)
C (-0.9347, -2.2247, 2.9452)
C (-0.8770, -0.6970, 2.7887)
C (0.5531, -0.1430, 3.0431)
C (1.6077, -1.2070, 2.7134)
C (1.4679, -2.4134, 3.6590)
P (0.7586, 1.3934, 2.0897)
C (2.3773, 2.1865, 2.4100)
C (3.4541, 1.7613, 1.3909)
C (4.7662, 2.4487, 1.7601)
C (5.3003, 1.9405, 3.1161)
C (4.2042, 1.3030, 3.9788)
C (2.8828, 2.0666, 3.8813)
C (-0.4706, 2.6085, 2.6975)
C (-0.7459, 2.5638, 4.2204)
C (-2.1310, 3.1500, 4.5459)
C (-2.4892, 4.3279, 3.6409)
C (-2.5151, 3.9225, 2.1464)
C (-1.7994, 2.5880, 1.9178)
H (-0.1388, -3.7280, 4.2845)
H (-0.2415, -2.1267, 4.9716)
H (-1.9592, -2.5287, 3.1600)
H (-0.6415, -2.7111, 2.0059)
H (-1.5749, -0.2382, 3.4918)
H (-1.2037, -0.4241, 1.7815)
H (0.6630, 0.1268, 4.0950)
H (2.6116, -0.7971, 2.8072)
H (1.4882, -1.5189, 1.6783)
H (2.0695, -2.2516, 4.5544)
H (1.8833, -3.2954, 3.1678)
H (2.1644, 3.2401, 2.2040)
H (3.1340, 2.0534, 0.3846)
H (3.5856, 0.6756, 1.3830)
H (4.5854, 3.5264, 1.8058)
H (5.5116, 2.2986, 0.9798)
H (5.7618, 2.7683, 3.6552)
H (6.0945, 1.2102, 2.9608)
H (4.5232, 1.2699, 5.0203)
H (4.0537, 0.2640, 3.6786)
H (3.0384, 3.0738, 4.2722)
H (2.1373, 1.6003, 4.5271)
H (0.0104, 3.5643, 2.4599)
H (0.0220, 3.1423, 4.7371)
H (-0.7020, 1.5461, 4.6067)
H (-2.1388, 3.4653, 5.5885)
H (-2.8935, 2.3730, 4.4491)
H (-1.7768, 5.1403, 3.8029)
H (-3.4607, 4.7236, 3.9324)
H (-2.0285, 4.6984, 1.5475)
H (-3.5459, 3.8496, 1.7952)
H (-1.6109, 2.4293, 0.8512)
H (-2.4213, 1.7577, 2.2602)
C (-1.0622, 6.1899, -2.1671)
N (-0.3007, 4.9517, -1.9681)
C (0.9158, 4.6525, -2.5394)
C (1.2870, 3.4450, -2.0517)
N (0.2963, 2.9939, -1.1906)
C (-0.6393, 3.9409, -1.1691)
H (-0.6820, 6.9702, -1.5121)
H (-2.1096, 6.0083, -1.9443)
H (-0.9635, 6.5101, -3.1999)
H (1.4060, 5.3147, -3.2323)
H (2.1771, 2.8752, -2.2555)
H (-1.5524, 3.9148, -0.5972)

> charge of number 2 (C4H3CoO2)?

+2